Here is a cluster of 6 separate species, C22H31BrFN6OP in total from the OMol25 dataset. Energies are from ωB97M-V with the def2-TZVPD basis set.

Geometry as XYZ:
```
63
Properties=species:S:1:pos:R:3:mulliken_charge:R:1
N 2.2714 -2.3917 -1.3248 -0.888
P 1.5838 -0.8271 -1.7889 0.958
F 0.9952 0.6775 -2.3325 -0.390
C -0.1532 -1.2399 -1.3049 0.199
C -1.0222 -1.8528 -2.3696 0.181
O -1.8973 -2.6141 -2.1401 -0.480
Br -0.6895 -1.3729 -4.2365 -0.158
H 1.6779 -2.9985 -0.7715 0.280
H 2.5245 -2.9283 -2.1494 0.285
H 2.0840 -1.0044 -3.0754 -0.123
H 2.3820 -0.1219 -0.9010 -0.038
H -0.1848 -1.9269 -0.4625 0.327
H -0.6452 -0.3118 -1.0042 -0.105
N 1.4708 1.9927 2.3689 0.255
C 1.3137 1.1583 1.2981 -0.197
C 1.3250 -0.1278 1.7730 -0.254
C 1.5070 -0.0654 3.1806 -1.050
C 1.5973 1.2577 3.5168 -0.622
H 1.4956 2.9931 2.3087 0.158
H 1.1994 1.5503 0.3005 0.411
H 1.2123 -1.0200 1.1804 0.458
H 1.5600 -0.8956 3.8641 0.417
H 1.7302 1.7361 4.4718 0.414
N 1.2416 5.6844 1.0088 0.015
C 0.3143 6.1745 0.1254 -0.917
C 0.4940 5.5308 -1.0698 -0.191
C 1.5727 4.6189 -0.9058 -0.378
C 2.0155 4.7393 0.3841 -0.769
H 1.3464 5.9843 1.9611 0.203
H -0.3888 6.9342 0.4218 0.407
H -0.0828 5.6944 -1.9643 0.441
H 1.9735 3.9504 -1.6494 0.498
H 2.8103 4.2357 0.9091 0.626
N -1.6660 3.5159 1.1637 0.205
C -1.8840 2.4322 0.3654 -0.454
C -2.9796 1.7657 0.8437 -0.821
C -3.4410 2.4838 1.9849 -0.824
C -2.6091 3.5599 2.1515 -0.605
H -0.9219 4.1806 1.0326 0.292
H -1.2405 2.2321 -0.4755 0.646
H -3.4078 0.8696 0.4231 0.692
H -4.2883 2.2427 2.6069 0.491
H -2.6122 4.3473 2.8854 0.425
N -3.1350 -0.8805 2.8407 0.213
C -3.7383 -1.4370 3.9323 -0.474
C -3.5147 -2.7889 3.8953 -0.629
C -2.7451 -3.0567 2.7308 -0.582
C -2.5282 -1.8569 2.1046 -0.250
H -3.1314 0.0980 2.6048 0.216
H -4.2721 -0.8283 4.6420 0.383
H -3.8643 -3.5055 4.6195 0.390
H -2.3940 -4.0174 2.3928 0.400
H -1.9959 -1.6150 1.2004 0.331
N 1.1148 -4.7352 -4.1473 0.163
C 2.1640 -3.9342 -4.5086 -0.700
C 3.2669 -4.7310 -4.6660 -0.413
C 2.8651 -6.0662 -4.3904 -0.416
C 1.5324 -6.0349 -4.0755 -0.515
H 0.1799 -4.4143 -3.9679 0.216
H 2.0280 -2.8723 -4.6291 0.435
H 4.2502 -4.3960 -4.9506 0.413
H 3.4831 -6.9476 -4.4226 0.396
H 0.8500 -6.8234 -3.8093 0.403
```

Summary:
HOMO energy: -0.2954 hartree
SMILES string: N[PH2](F)CC(=O)Br.c1cc[nH]c1.c1cc[nH]c1.c1cc[nH]c1.c1cc[nH]c1.c1cc[nH]c1
LUMO level: 0.0103 hartree
maximum force: 0.8 eV Å⁻¹
spin multiplicity: 1